(1)
ORCA calculation (ωB97M-V/def2-TZVPD) on C42H65CrN9OP as an isolated structure.

The geometry in XYZ format:
```
119
Properties=species:S:1:pos:R:3
Cr 0.830 1.674 0.276
C 2.684 3.699 3.324
C 1.248 3.461 3.803
N 0.279 3.261 2.721
C -0.545 4.428 2.432
C 0.128 5.375 1.444
N 0.327 4.705 0.168
C 0.840 5.621 -0.843
C 0.653 5.096 -2.264
C 1.333 3.757 -2.633
N 1.821 2.943 -1.511
C 3.184 3.362 -1.180
C 3.695 2.651 0.062
N 2.657 2.632 1.091
C 3.213 2.567 2.451
H 2.757 4.636 2.768
H 3.320 3.800 4.206
H 1.254 2.567 4.432
H 0.951 4.304 4.439
H -0.342 2.506 2.988
H -1.480 4.079 1.985
H -0.791 4.987 3.347
H -0.495 6.277 1.335
H 1.097 5.697 1.833
H -0.583 4.372 -0.144
H 0.317 6.593 -0.792
H 1.891 5.831 -0.624
H -0.422 5.026 -2.446
H 1.021 5.866 -2.944
H 0.626 3.157 -3.208
H 2.177 3.968 -3.304
H 1.887 1.972 -1.834
H 3.872 3.165 -2.018
H 3.190 4.441 -1.010
H 3.940 1.616 -0.179
H 4.607 3.159 0.407
H 2.159 3.524 1.026
H 2.968 1.600 2.897
H 4.307 2.639 2.413
C -9.976 -6.423 -0.284
O -8.882 -6.495 0.604
C -8.004 -5.467 0.646
C -8.114 -4.296 -0.103
C -7.155 -3.309 0.007
C -6.063 -3.448 0.864
C -5.965 -4.622 1.620
C -6.913 -5.609 1.514
C -5.017 -2.452 0.943
N -3.997 -2.465 1.778
C -3.219 -1.406 1.444
C -3.780 -0.724 0.362
N -4.930 -1.394 0.071
C -3.162 0.378 -0.279
C -3.706 1.110 -1.321
C -2.927 2.128 -1.886
C -1.641 2.326 -1.430
N -1.074 1.658 -0.416
C -1.864 0.716 0.210
C -1.313 0.095 1.337
N -0.064 0.536 1.723
C 0.459 -0.042 2.807
C -0.147 -1.051 3.533
C -1.382 -1.552 3.114
C -1.979 -0.979 2.008
H -10.505 -7.369 -0.176
H -9.644 -6.312 -1.322
H -10.650 -5.600 -0.026
H -8.947 -4.151 -0.775
H -7.280 -2.414 -0.588
H -5.120 -4.738 2.280
H -6.834 -6.516 2.090
H -5.567 -1.180 -0.678
H -4.701 0.900 -1.684
H -3.322 2.736 -2.685
H -1.029 3.079 -1.897
H 1.429 0.324 3.114
H 0.344 -1.465 4.399
H -1.878 -2.361 3.626
C 2.827 -2.282 1.515
C 3.689 -1.776 0.362
C 4.644 -2.890 -0.046
C 4.488 -0.609 0.933
P 2.472 -1.097 -0.993
N 1.868 0.273 -0.574
C 1.119 -2.468 -1.289
C 1.570 -3.921 -1.391
C 0.350 -2.070 -2.547
C 0.119 -2.335 -0.141
C 3.464 -0.919 -2.662
C 4.802 -0.233 -2.385
C 2.695 0.000 -3.615
C 3.761 -2.242 -3.361
H 3.449 -2.418 2.399
H 2.375 -3.242 1.291
H 2.049 -1.561 1.751
H 5.118 -3.268 0.860
H 5.434 -2.544 -0.706
H 4.135 -3.724 -0.519
H 5.024 -0.934 1.825
H 3.795 0.175 1.226
H 5.226 -0.219 0.241
H 2.247 -4.104 -2.220
H 0.682 -4.535 -1.545
H 2.038 -4.256 -0.472
H 0.931 -2.190 -3.454
H 0.016 -1.036 -2.454
H -0.532 -2.701 -2.645
H 0.419 -2.869 0.751
H -0.849 -2.735 -0.438
H 0.002 -1.281 0.084
H 4.659 0.691 -1.830
H 5.286 0.014 -3.330
H 5.478 -0.881 -1.839
H 2.694 1.020 -3.238
H 1.667 -0.306 -3.766
H 3.188 0.011 -4.587
H 4.261 -2.937 -2.696
H 4.424 -2.052 -4.206
H 2.864 -2.711 -3.753
```

multiplicity = 5
lowest unoccupied orbital energy (alpha / beta) = -2.66 / -2.92 eV
charge = +1
relative energy (zero: lowest compared OMol25 entry of this formula, charge and spin) = 6.67 kcal per mole
orbital gap (alpha / beta) = 5.3122 / 6.7518 eV
HOMO (alpha / beta) = -8.0 / -9.7 eV
electronic energy = -3593.1623 Eh

(2)
ORCA calculation (ωB97M-V/def2-TZVPD) on a 14-piece molecular cluster, C42H65N3O36 overall.

The geometry in XYZ format:
```
146
Properties=species:S:1:pos:R:3
C 5.349 -2.422 -2.249
O 5.677 -2.427 -0.978
N 4.567 -1.416 -2.777
C 4.108 -1.502 -4.111
C 4.088 -0.344 -1.917
H 5.564 -3.261 -2.930
H 4.549 -2.374 -4.594
H 4.320 -0.574 -4.642
H 3.027 -1.622 -4.046
H 3.009 -0.477 -1.851
H 4.430 -0.453 -0.888
H 4.257 0.656 -2.317
C 2.166 -5.192 0.796
O 1.139 -5.021 0.113
N 3.022 -4.237 1.152
C 4.219 -4.555 1.918
C 2.892 -2.836 0.848
H 2.419 -6.160 1.255
H 5.066 -4.314 1.275
H 4.216 -5.631 2.089
H 4.228 -4.118 2.917
H 2.387 -2.398 1.709
H 3.767 -2.196 0.738
H 2.317 -2.686 -0.066
C -0.614 -0.339 -1.670
O -1.194 -1.261 -2.143
N -0.198 -0.387 -0.367
C 0.510 0.775 0.139
C -0.627 -1.403 0.597
H -0.358 0.605 -2.175
H 0.115 1.138 1.088
H 0.506 1.676 -0.475
H 1.534 0.476 0.363
H -1.428 -2.063 0.262
H 0.212 -2.018 0.921
H -0.990 -1.095 1.578
C 1.015 -3.274 -3.135
C -0.152 -4.161 -2.762
O 0.019 -5.224 -3.647
C 1.300 -5.303 -4.013
O 1.787 -6.270 -4.652
O 1.998 -4.260 -3.530
H 1.200 -2.806 -2.169
H 0.763 -2.561 -3.919
H -1.012 -3.576 -3.089
H -0.435 -4.482 -1.760
C -4.213 -2.186 -1.142
C -4.346 -0.770 -0.710
O -5.767 -0.679 -0.282
C -6.425 -1.788 -0.763
O -7.616 -1.977 -0.651
O -5.454 -2.648 -1.185
H -3.529 -2.566 -0.383
H -3.745 -2.214 -2.126
H -4.068 -0.071 -1.498
H -3.743 -0.705 0.196
C 2.508 0.593 5.376
C 3.252 0.198 4.056
O 2.197 0.344 3.179
C 1.008 0.168 3.803
O -0.070 -0.092 3.255
O 1.215 0.331 5.080
H 2.588 1.643 5.657
H 2.782 -0.045 6.217
H 3.521 -0.857 3.995
H 4.087 0.885 3.919
C -1.233 4.608 -2.015
C -2.734 4.794 -2.081
O -2.833 6.086 -1.463
C -1.722 6.508 -0.904
O -1.604 7.558 -0.297
O -0.730 5.655 -1.179
H -0.945 4.860 -3.036
H -1.009 3.560 -1.816
H -3.195 3.961 -1.550
H -3.210 4.883 -3.058
C 0.030 -3.535 3.469
C -1.051 -3.005 4.416
O -1.655 -4.186 4.756
C -1.498 -5.133 3.862
O -2.065 -6.198 3.800
O -0.588 -4.732 3.027
H 0.981 -3.726 3.965
H -0.005 -2.767 2.697
H -1.689 -2.297 3.888
H -0.553 -2.456 5.215
C -2.615 -1.164 -5.474
C -1.168 -0.730 -5.702
O -1.385 0.628 -5.487
C -2.456 0.930 -4.629
O -2.614 1.928 -4.005
O -3.208 -0.236 -4.547
H -2.451 -2.201 -5.180
H -3.096 -1.253 -6.448
H -0.786 -0.923 -6.704
H -0.521 -1.142 -4.928
C -6.167 -2.922 3.712
C -6.272 -4.170 2.969
O -5.023 -4.234 2.366
C -4.447 -2.949 2.312
O -3.388 -2.501 1.887
O -5.318 -2.154 2.909
H -5.853 -3.306 4.682
H -7.174 -2.528 3.853
H -6.970 -4.328 2.146
H -6.361 -5.027 3.637
C 2.871 4.286 -3.660
C 1.878 4.191 -2.549
O 1.253 2.962 -2.763
C 1.976 2.246 -3.581
O 1.621 1.151 -4.051
O 3.098 2.934 -3.891
H 3.750 4.806 -3.279
H 2.469 4.696 -4.586
H 1.232 5.057 -2.692
H 2.288 4.394 -1.559
C -0.603 6.108 2.623
C 0.551 6.590 1.724
O 1.458 5.457 1.901
C 0.764 4.346 2.212
O 1.201 3.221 2.225
O -0.504 4.706 2.459
H -1.507 6.515 2.169
H -0.692 6.238 3.702
H 0.912 7.526 2.152
H 0.275 6.627 0.671
C 4.365 3.753 1.619
C 3.562 3.866 0.361
O 4.483 3.786 -0.703
C 5.653 3.231 -0.216
O 6.558 2.831 -0.908
O 5.541 3.088 1.086
H 3.929 3.264 2.491
H 4.645 4.723 2.030
H 3.044 4.825 0.340
H 2.875 3.033 0.212
C -3.205 1.614 3.144
C -2.941 0.873 1.925
O -3.510 1.723 0.994
C -3.852 2.893 1.506
O -4.565 3.673 0.862
O -3.625 2.894 2.778
H -2.300 1.564 3.749
H -3.963 1.172 3.790
H -3.461 -0.084 1.959
H -1.857 0.869 1.811
```

lowest unoccupied orbital energy = -0.27 eV
orbital gap = 8.8930 eV
HOMO = -9.2 eV
electronic energy = -4512.2193 Eh

(3)
ORCA calculation (ωB97M-V/def2-TZVPD) on a 7-piece molecular cluster, C42H66F4O20 overall.

The geometry in XYZ format:
```
132
Properties=species:S:1:pos:R:3
C 2.982 -1.031 -0.376
C 3.655 -0.384 -1.583
C 3.134 1.033 -1.826
C 1.726 1.023 -2.322
C 0.705 1.630 -1.717
C -0.646 1.537 -2.309
O -1.405 2.473 -2.277
C -0.956 0.232 -2.982
C 0.119 -0.391 -3.637
C -0.033 -1.594 -4.314
C -1.285 -2.198 -4.316
C -2.368 -1.616 -3.641
C -3.670 -2.382 -3.662
C -3.668 -3.433 -2.560
F -4.983 -3.852 -2.344
C -2.228 -0.375 -2.979
C -3.403 0.291 -2.304
C -3.893 -0.422 -1.030
C -4.523 0.537 -0.048
F -3.617 1.012 0.816
F -5.108 1.592 -0.628
F -5.480 -0.076 0.674
C 1.452 0.261 -3.576
O 2.257 0.194 -4.465
H 3.466 -1.977 -0.137
H 3.083 -0.412 0.514
H 1.934 -1.249 -0.572
H 3.451 -1.023 -2.442
H 4.735 -0.390 -1.467
H 3.172 1.576 -0.882
H 3.773 1.562 -2.531
H 0.852 2.189 -0.806
H 0.825 -2.019 -4.813
H -1.415 -3.131 -4.846
H -3.790 -2.880 -4.617
H -4.511 -1.722 -3.472
H -3.284 -3.038 -1.626
H -3.118 -4.321 -2.862
H -3.174 1.315 -2.053
H -4.214 0.343 -3.031
H -4.593 -1.216 -1.264
H -3.037 -0.874 -0.533
C 5.244 -0.070 6.798
C 4.701 0.790 5.677
O 4.245 -0.002 4.570
C 3.067 -0.603 4.741
O 2.359 -0.518 5.709
O 2.807 -1.315 3.643
C 1.599 -2.077 3.713
H 6.023 -0.736 6.425
H 5.664 0.556 7.585
H 4.459 -0.688 7.233
H 5.496 1.417 5.278
H 3.905 1.447 6.027
H 0.752 -1.444 3.971
H 1.702 -2.880 4.441
H 1.448 -2.501 2.724
C -6.295 -7.151 -0.504
C -5.016 -6.406 -0.192
O -4.257 -7.051 0.845
C -3.586 -8.138 0.472
O -3.531 -8.596 -0.641
O -2.961 -8.627 1.544
C -2.245 -9.841 1.304
H -6.885 -7.288 0.403
H -6.886 -6.592 -1.229
H -6.086 -8.137 -0.916
H -5.246 -5.415 0.195
H -4.399 -6.279 -1.081
H -1.549 -9.727 0.477
H -2.940 -10.653 1.098
H -1.696 -10.057 2.216
C -2.926 3.301 -5.443
C -4.054 3.438 -4.444
O -5.273 3.890 -5.058
C -5.942 2.964 -5.735
O -5.646 1.800 -5.838
O -7.024 3.537 -6.267
C -7.813 2.666 -7.079
H -2.774 4.237 -5.980
H -2.002 3.035 -4.929
H -3.144 2.529 -6.181
H -3.803 4.195 -3.704
H -4.238 2.506 -3.910
H -8.089 1.767 -6.532
H -7.270 2.399 -7.984
H -8.708 3.221 -7.343
C 1.190 7.534 -2.818
C 0.389 6.266 -2.610
O 0.118 5.592 -3.847
C 1.139 4.915 -4.368
O 2.236 4.797 -3.885
O 0.724 4.356 -5.505
C 1.732 3.632 -6.216
H 0.687 8.188 -3.532
H 1.305 8.066 -1.874
H 2.181 7.312 -3.211
H -0.589 6.503 -2.197
H 0.887 5.584 -1.920
H 2.207 2.893 -5.573
H 2.479 4.311 -6.625
H 1.223 3.124 -7.030
C 12.898 -0.819 4.866
C 11.939 -0.726 6.033
O 10.772 0.047 5.711
C 9.866 -0.572 4.957
O 9.925 -1.706 4.560
O 8.865 0.280 4.732
C 7.839 -0.230 3.878
H 13.161 0.178 4.511
H 13.808 -1.337 5.168
H 12.453 -1.363 4.034
H 12.406 -0.200 6.863
H 11.641 -1.713 6.388
H 7.454 -1.178 4.247
H 8.216 -0.350 2.863
H 7.039 0.503 3.875
C -4.506 2.057 3.507
C -4.289 3.246 4.417
O -4.191 2.859 5.798
C -3.029 2.312 6.149
O -2.073 2.152 5.436
O -3.097 1.985 7.441
C -1.930 1.325 7.940
H -5.381 1.489 3.827
H -4.658 2.393 2.486
H -3.649 1.386 3.526
H -5.144 3.918 4.369
H -3.403 3.814 4.132
H -1.035 1.909 7.739
H -1.836 0.337 7.493
H -2.070 1.228 9.012
```

lowest unoccupied orbital energy = -0.97 eV
SMILES = CCCC1=CC(=O)c2c(ccc(CCF)c2CCC(F)(F)F)C1=O.CCOC(=O)OC.CCOC(=O)OC.CCOC(=O)OC.CCOC(=O)OC.CCOC(=O)OC.CCOC(=O)OC
orbital gap = 8.8088 eV
HOMO = -9.8 eV
electronic energy = -3544.3503 Eh